(1)
67
Properties=species:S:1:pos:R:3:lowdin_charge:R:1 method="wB97M-V/def2-TZVPD" relative_energy_kj_mol=514.75 charge=-1 gap_ev=5.18 homo_energy_ev=-3.571 fmax_ev_per_a=8.35
Pd -0.1823 1.3106 1.8758 0.078
Se 3.4114 -1.4827 -2.3456 -0.236
Sb 3.2766 -0.8044 0.0156 0.042
Se 1.4402 1.7778 3.2161 0.167
Se 1.6910 0.5234 1.3291 -0.141
Se 3.5380 -3.0894 0.8888 -0.268
C -0.5155 -4.9670 4.3733 -0.114
C -1.5019 -4.1496 3.5400 -0.270
C -1.2521 -2.6412 3.6188 -0.207
C 0.0623 -2.2076 2.9671 -0.230
N 0.1819 -2.6272 1.5783 -0.002
C -0.3101 -1.9847 0.5249 -0.804
S -1.4751 -0.7255 0.6644 0.665
N 0.1151 -2.3634 -0.6854 0.005
C -0.2125 -1.6721 -1.9353 -0.255
C -1.5370 -2.1230 -2.5481 -0.214
C -1.5966 -3.6140 -2.9127 -0.256
C -1.8151 -4.5514 -1.7195 -0.114
H -0.7875 -6.0248 4.3560 0.063
H -0.5239 -4.6348 5.4145 0.070
H 0.5012 -4.8756 3.9868 0.068
H -2.5184 -4.3420 3.8960 0.098
H -1.4500 -4.4632 2.4948 0.096
H -1.2499 -2.3118 4.6621 0.114
H -2.0699 -2.1276 3.1127 0.076
H 0.9325 -2.5955 3.4953 0.121
H 0.1176 -1.1296 3.0414 0.034
H 1.0154 -3.1904 1.3735 0.009
H 0.9009 -3.0052 -0.7268 0.092
H 0.6117 -1.8605 -2.6183 0.036
H -0.2436 -0.6065 -1.7183 0.082
H -1.6836 -1.5338 -3.4593 0.107
H -2.3581 -1.8861 -1.8675 0.077
H -0.6734 -3.8885 -3.4330 0.108
H -2.4295 -3.7518 -3.6077 0.095
H -0.9116 -4.6631 -1.1238 0.058
H -2.1110 -5.5438 -2.0688 0.063
H -2.6115 -4.1720 -1.0747 0.072
C -0.6500 5.4667 -2.3370 -0.111
C -0.5431 3.9550 -2.4859 -0.279
N 0.8276 3.4793 -2.4002 0.000
C 1.4962 3.3079 -1.2303 -0.806
S 0.8395 3.7412 0.2694 0.608
N 2.7418 2.8160 -1.2904 -0.010
C 3.4168 2.2777 -2.4687 -0.276
C 4.0484 3.3728 -3.3260 -0.088
H -1.6892 5.7919 -2.4334 0.067
H -0.0581 5.9669 -3.1077 0.069
H -0.2767 5.7777 -1.3638 0.034
H -0.9492 3.6462 -3.4498 0.112
H -1.1287 3.4676 -1.7052 0.082
H 1.2184 3.0304 -3.2120 0.116
H 3.1702 2.6039 -0.4067 0.088
H 2.7519 1.6397 -3.0538 0.081
H 4.1949 1.6165 -2.1019 0.071
H 3.3120 4.0902 -3.6929 0.060
H 4.5454 2.9121 -4.1833 0.072
H 4.7978 3.9194 -2.7516 0.072
N -2.4664 3.0959 1.3970 0.049
C -1.9104 4.2002 2.0068 -0.159
C -1.3322 3.7588 3.1536 -0.200
N -1.5405 2.3826 3.3124 -0.034
C -2.1634 2.0099 2.1893 -0.423
H -2.9493 3.0660 0.5204 0.141
H -1.9169 5.1749 1.5513 0.106
H -0.8166 4.3274 3.9061 0.097
H -2.7459 1.1031 2.1138 0.077



(2)
10
Properties=species:S:1:pos:R:3:lowdin_charge:R:1 method="wB97M-V/def2-TZVPD" relative_energy_kj_mol=124.80 charge=-1 gap_ev=8.51 homo_energy_ev=-4.392 fmax_ev_per_a=3.08
C -1.1230 0.3828 0.2478 -0.836
O -1.8141 0.3105 1.4447 -0.368
O -3.6416 -1.2644 0.4747 -0.419
O -2.1640 0.2862 -0.7292 -0.363
F -4.8200 0.4534 -0.7602 -0.511
P 0.2578 -0.9315 -0.1330 0.762
S -3.4283 0.1207 0.3994 0.904
H -0.6952 1.3086 0.1109 0.044
H -0.6981 -1.9294 -0.6070 -0.102
H 0.5637 -0.1535 -1.3516 -0.112



(3)
20
Properties=species:S:1:pos:R:3:lowdin_charge:R:1 method="wB97M-V/def2-TZVPD" relative_energy_kj_mol=214.88 charge=+1 gap_ev=9.50 homo_energy_ev=-12.847 fmax_ev_per_a=1.88
N 0.9862 -1.7114 0.7273 0.236
C 0.1868 -0.5668 0.0813 -0.250
C 1.2401 0.5290 0.0322 -0.161
O 2.3271 -0.0665 -0.7228 -0.079
C -1.0675 -0.0878 0.8119 -0.218
N -1.5222 1.1321 0.1751 -0.105
C -2.2463 0.9099 -1.1010 -0.076
H 0.7807 -2.6375 0.3591 0.176
H 1.9754 -1.4806 0.5692 0.148
H 0.7965 -1.7768 1.7338 0.176
H -0.1055 -0.9376 -0.8967 0.149
H 0.9973 1.4044 -0.5510 0.135
H 1.5527 0.6923 1.0702 0.140
H 2.9731 0.5749 -1.0358 0.112
H -0.8218 0.0749 1.8668 0.129
H -1.8012 -0.9104 0.8694 0.129
H -2.0093 1.7065 0.8472 0.118
H -1.8058 1.6118 -1.8041 0.082
H -2.0520 -0.0913 -1.4855 0.074
H -3.3257 1.0059 -1.0130 0.086



(4)
98
Properties=species:S:1:pos:R:3:lowdin_charge:R:1 method="wB97M-V/def2-TZVPD" relative_energy_kj_mol=0.00 charge=0 gap_ev=9.83 homo_energy_ev=-9.421 fmax_ev_per_a=1.11
C -2.6554 -5.6900 -1.7082 -0.106
C -3.6957 -4.8474 -2.4582 -0.272
C -3.0639 -3.5829 -3.0466 -0.274
C -2.4278 -2.7081 -1.9658 -0.215
C -2.0871 -1.2888 -2.4630 -0.184
C -2.1954 -0.2410 -1.3343 -0.208
C -1.0280 0.7608 -1.2598 -0.230
C -1.4278 2.2354 -1.5767 -0.248
Si -1.0119 3.3777 -0.1533 0.535
C -2.1285 3.0982 1.3462 -0.259
C -3.1453 1.9632 1.1896 -0.231
C -4.4754 2.2248 1.8984 -0.840
F -5.1757 3.1354 1.1425 -0.036
Br -4.2711 2.8921 3.6974 0.855
C -5.3198 0.9173 1.9354 -0.916
F -4.9161 0.1073 2.9388 0.009
F -5.1827 0.2439 0.7677 0.048
Br -7.2157 1.3079 2.2399 0.797
O 0.5899 3.1240 0.1975 -0.293
Si 1.5021 4.2222 1.0825 0.585
C 1.0481 4.2997 2.8999 -0.278
C 1.8053 5.4906 3.5512 -0.148
C 3.2862 3.6017 0.9608 -0.188
C 3.8190 2.9616 2.2317 -0.319
O 3.0741 1.7727 2.5004 -0.227
Si 3.9121 0.5185 3.1952 0.412
C 5.3292 -0.0985 2.1089 -0.141
C 4.5710 0.9363 4.8938 -0.173
C 2.6649 -0.8717 3.3940 -0.156
B 1.4814 6.1216 0.3926 -0.643
O 2.6725 6.6591 -0.0274 0.118
O 0.3864 6.9663 0.3252 0.103
H -1.7286 -5.6835 -2.2800 0.055
H -2.9872 -6.7148 -1.5684 0.066
H -2.4495 -5.2593 -0.7323 0.067
H -4.4517 -4.5169 -1.7455 0.104
H -4.1456 -5.4336 -3.2526 0.055
H -3.8230 -2.9906 -3.5520 0.059
H -2.2681 -3.8542 -3.7435 0.084
H -3.1370 -2.6115 -1.1415 0.110
H -1.5153 -3.1600 -1.5822 0.112
H -2.8373 -1.0513 -3.2161 0.104
H -1.1017 -1.2584 -2.9177 0.105
H -3.1434 0.2787 -1.4615 0.093
H -2.2717 -0.7511 -0.3745 0.099
H -0.5354 0.7094 -0.2896 0.090
H -0.2717 0.4769 -1.9868 0.098
H -2.4919 2.2854 -1.7999 0.068
H -0.8803 2.6090 -2.4393 0.072
H -1.2682 4.7595 -0.6265 0.025
H -2.6796 4.0243 1.5131 0.064
H -1.5536 2.9269 2.2528 0.060
H -3.4279 1.8034 0.1551 0.089
H -2.7572 1.0303 1.5954 0.131
H -0.0130 4.4591 3.0884 0.063
H 1.3278 3.3924 3.4291 0.069
H 1.1671 6.3665 3.6242 0.069
H 2.7162 5.7456 3.0077 0.060
H 2.1294 5.2354 4.5573 0.071
H 3.3228 2.8367 0.1850 0.090
H 3.9628 4.3954 0.6463 0.082
H 4.8702 2.6994 2.0612 0.105
H 3.8097 3.6359 3.0881 0.106
H 5.3809 0.4998 1.2016 0.028
H 6.2636 -0.0059 2.6566 -0.004
H 5.1395 -1.1351 1.8506 0.028
H 5.4387 1.5950 4.8799 -0.028
H 4.8752 0.0073 5.3797 0.024
H 3.8088 1.3776 5.5361 0.035
H 2.0014 -0.6492 4.2259 0.028
H 3.1717 -1.8224 3.5244 0.028
H 2.0658 -0.9043 2.4846 0.029
H 2.6460 7.6027 0.1508 0.102
H -0.1905 6.8871 1.0833 0.085
Br -6.9478 -2.8007 -4.4358 0.627
C -7.0234 -3.9333 -6.0151 -0.692
C -6.1623 -5.1574 -5.8618 -0.667
Br -4.2743 -4.7349 -6.0568 0.728
H -6.7240 -3.3179 -6.8564 0.049
H -8.0680 -4.2156 -6.1231 0.058
H -6.3834 -5.8802 -6.6437 0.058
H -6.2764 -5.6280 -4.8902 0.051
Br 8.2265 1.4648 4.7234 0.651
C 8.1767 0.5004 6.4091 -0.683
C 8.8564 -0.8373 6.3025 -0.694
Br 7.7546 -2.1227 5.3444 0.610
H 7.1305 0.4129 6.6856 0.042
H 8.6902 1.1369 7.1258 0.059
H 9.0126 -1.2638 7.2905 0.058
H 9.8032 -0.7820 5.7763 0.049
Br 1.1263 -3.6890 -7.9612 0.606
C 0.0354 -5.2957 -8.0672 -0.698
C -0.9255 -5.3966 -6.9141 -0.743
Br -0.0332 -5.9337 -5.2713 0.619
H 0.7192 -6.1363 -8.1123 0.049
H -0.5079 -5.2161 -9.0059 0.058
H -1.6701 -6.1658 -7.1030 0.037
H -1.4224 -4.4553 -6.7039 0.011



(5)
42
Properties=species:S:1:pos:R:3:lowdin_charge:R:1 method="wB97M-V/def2-TZVPD" relative_energy_kj_mol=0.00 charge=+2 gap_ev="7.66 / 5.76" homo_energy_ev="-13.862 / -14.641" s2=6.060 multiplicity=5 fmax_ev_per_a=0.09
Pt -0.2162 0.9707 0.0548 1.045
Cl 1.2052 -4.5557 4.1602 0.856
C 0.5218 -3.1496 3.5026 -0.562
C -0.5493 -2.5571 4.1507 -0.143
C -1.1434 -1.4110 3.6515 -0.628
I -2.7342 -0.5514 4.6204 1.089
C -0.6598 -0.8002 2.4447 -0.386
O -1.1864 0.2306 1.9620 -0.142
C 0.4824 -1.4350 1.7773 -0.132
N 0.9313 -0.8518 0.6475 -0.009
C 1.9396 -1.3967 -0.0115 -0.084
C 2.5735 -2.5596 0.4269 0.015
C 2.1387 -3.1630 1.5809 0.029
C 1.0638 -2.5993 2.2872 -0.143
H -0.9205 -3.0080 5.0609 0.112
H 2.2463 -0.8995 -0.9222 0.119
H 3.3921 -2.9708 -0.1457 0.130
H 2.6111 -4.0645 1.9457 0.112
N -2.2700 2.2537 0.0747 -0.002
N -3.3165 1.4378 -0.3724 0.015
C -3.0873 0.2712 -1.0227 -0.379
N -4.1384 -0.3594 -1.5191 0.234
N -1.8087 -0.1048 -1.0972 0.022
N -1.4409 -1.1819 -1.8917 -0.411
O -0.2564 -1.2369 -2.1370 0.052
O -2.2691 -1.9885 -2.2646 0.093
H -2.3680 2.4029 1.0755 0.109
H -2.2946 3.1454 -0.4107 0.122
H -4.2644 1.7243 -0.1820 0.169
H -5.0495 0.0689 -1.5239 0.141
H -4.0004 -1.2609 -1.9530 0.110
S 1.4235 2.6214 0.8302 0.855
C 1.8799 2.6678 -0.8278 -0.723
C 2.8926 3.4540 -1.3675 -0.030
C 3.1362 3.3504 -2.7338 -0.007
C 2.3729 2.4830 -3.4929 0.013
C 1.3653 1.7277 -2.8762 -0.080
N 1.1300 1.8234 -1.5833 -0.094
H 3.4636 4.1181 -0.7338 0.127
H 3.9151 3.9433 -3.1936 0.133
H 2.5394 2.3766 -4.5557 0.129
H 0.7499 1.0342 -3.4352 0.124



(6)
9
Properties=species:S:1:pos:R:3:lowdin_charge:R:1 method="wB97M-V/def2-TZVPD" relative_energy_kj_mol=176.09 charge=0 gap_ev=8.16 homo_energy_ev=-9.551 fmax_ev_per_a=5.37
C -1.0399 -0.0835 0.0403 -0.659
C 0.3500 -0.6308 0.0383 -0.581
H -2.0515 1.7510 0.5897 0.183
H -0.2211 1.7363 -0.1110 0.049
H -1.4491 -1.7274 0.2767 0.081
H 0.2123 -1.7850 0.1092 0.076
N -1.1932 1.3236 -0.0659 0.044
N -2.0003 -0.8478 -0.1041 0.134
S 1.8752 0.0613 -0.0091 0.673



(7)
37
Properties=species:S:1:pos:R:3:lowdin_charge:R:1 method="wB97M-V/def2-TZVPD" relative_energy_kj_mol=296.48 charge=-2 gap_ev="5.41 / 5.40" homo_energy_ev="-0.875 / -0.866" s2=2.004 multiplicity=3 fmax_ev_per_a=6.25
Ni 0.0097 0.2877 0.2989 0.859
N -1.8392 -1.7491 2.0951 -0.629
O -0.9358 -1.1567 1.5456 -0.110
O -2.9484 -1.2948 1.9375 0.042
O -1.5808 -2.7114 2.8186 -0.059
N -0.4601 2.2156 -2.3030 -0.654
O -0.0413 1.6355 -1.2972 -0.114
O 0.2893 2.5196 -3.1547 -0.008
O -1.6306 2.4834 -2.3453 0.035
N -3.4278 -0.0882 -1.1980 -0.663
O -2.2748 -0.2679 -0.8881 -0.081
O -3.7423 0.9375 -1.8469 -0.075
O -4.2349 -0.6755 -0.5766 -0.021
N -2.1557 2.4063 1.1832 -0.620
O -2.6426 3.0119 2.1321 -0.047
O -1.1804 1.6662 1.3272 -0.089
O -2.6264 2.5638 0.1170 0.063
N 1.2571 -2.8963 -0.8349 0.005
C 2.2967 -2.1974 -1.3802 -0.176
C 1.7336 -1.2478 -2.2065 -0.124
C 0.3471 -1.3600 -2.1084 -0.111
C 0.0936 -2.3391 -1.2119 -0.147
H 1.3851 -3.7150 -0.2574 0.150
H 3.3179 -2.5362 -1.2871 0.097
H 2.3097 -0.5664 -2.8149 0.101
H -0.3624 -0.7051 -2.5922 0.108
H -0.7805 -2.7681 -0.7446 0.129
N 1.6774 1.7936 2.2085 0.064
C 2.2009 1.8074 0.9450 -0.119
C 2.4873 0.4993 0.5742 -0.152
C 2.0022 -0.3475 1.5276 -0.147
C 1.3845 0.4418 2.4554 -0.128
H 1.5215 2.5716 2.8333 0.159
H 2.5572 2.7384 0.5292 0.122
H 3.0547 0.3046 -0.3239 0.101
H 2.0545 -1.4249 1.4726 0.112
H 0.8837 0.1629 3.3707 0.129



(8)
20
Properties=species:S:1:pos:R:3:lowdin_charge:R:1 method="wB97M-V/def2-TZVPD" relative_energy_kj_mol=127.48 charge=+1 gap_ev="10.44 / 6.09" homo_energy_ev="-14.046 / -14.046" s2=0.754 multiplicity=2 fmax_ev_per_a=3.05
C 1.0690 -0.3293 0.8790 -0.123
N 0.8219 -1.6576 0.4277 0.177
C -0.5425 -1.8612 -0.0287 -0.127
C -1.3301 -0.7128 0.6006 -0.130
C -0.2700 0.4061 0.5956 -0.128
H 1.7854 0.1614 0.2615 0.117
H 1.4099 -0.2359 1.9215 0.167
H 1.4986 -2.2535 -0.0271 0.170
H -0.7735 -2.9974 0.1559 0.192
H -0.6754 -1.7309 -1.0778 0.135
H -2.2387 -0.6398 -0.0229 0.135
H -1.6781 -0.9331 1.6066 0.124
H -0.4260 1.2260 1.3492 0.142
H -0.1249 0.9273 -0.3286 0.104
H 2.7501 -1.1802 -2.1263 0.067
H 1.5157 -0.2786 -2.3241 0.037
O 2.4707 -0.2277 -2.1447 -0.057
H -1.6183 3.3995 -0.2372 0.018
H -1.6356 4.6252 0.6748 0.041
O -2.0084 4.2923 -0.1551 -0.061